(1)
C3H5NO3 | wB97M-V/def2-TZVPD

The calculation puts the max |F| at 0.63 eV Å⁻¹. The SMILES is NC(=O)COC=O. Its charge is 0. For the total energy, the calculation gives -397.7987 Eh. For the molecular weight, the calculation gives 103.08 g mol⁻¹.

The geometry in XYZ format:
```
12
Properties=species:S:1:pos:R:3:forces:R:3
N -0.0476 0.2458 -1.4445 0.1601 0.1755 -0.0793
C 0.9273 0.0469 -0.4968 0.3180 -0.0873 -0.1753
O 1.9856 -0.4997 -0.7101 -0.4556 0.2345 0.0759
C 0.5277 0.5577 0.8901 0.2048 0.0718 0.0905
O -0.8853 0.3739 1.0519 -0.0655 -0.1103 -0.0556
C -1.2834 -0.8703 0.7190 0.0480 -0.5395 0.1308
O -0.5690 -1.8310 0.6291 -0.3713 0.4785 0.1825
H -0.1372 -0.4322 -2.1816 0.2367 0.1898 -0.2005
H -0.8495 0.8217 -1.2346 0.1265 -0.2911 0.0042
H 1.0992 0.0226 1.6504 -0.0770 -0.0260 -0.1884
H 0.6981 1.6299 0.9944 0.0034 -0.0732 -0.0447
H -2.3541 -0.8710 0.4928 -0.1280 -0.0227 0.2600
```
Forces are in eV/Å.

(2)
C5H11NS | wB97M-V/def2-TZVPD

The calculation puts the max |F| at 5.34 eV Å⁻¹. Its charge is 0. For the total energy, the calculation gives -649.9010 Eh. For the molecular weight, the calculation gives 117.22 g mol⁻¹.

The geometry in XYZ format:
```
18
Properties=species:S:1:pos:R:3:forces:R:3
C -0.9434 -0.6142 0.2787 -0.6104 1.1163 -0.1557
C 1.9419 -0.6781 1.4108 4.2504 1.2563 -2.9824
C 1.7688 0.0146 -1.1672 2.4719 -1.3295 0.2035
C -3.1651 0.3940 -0.3285 2.2976 0.5779 1.0338
C 1.7500 0.3568 0.2941 0.3086 2.0882 0.8440
N -1.6378 0.4066 -0.1677 0.7679 -0.3641 -1.5201
S 1.7053 1.9797 0.7040 -0.1603 -1.3818 -0.3700
H -1.7109 -1.2429 0.7436 -0.0533 -0.5984 0.2484
H 2.5401 -1.4974 0.8496 -0.7682 0.8799 1.5781
H 1.0205 -1.0139 1.6721 -2.4470 -1.1221 1.0531
H 2.5147 -0.1196 2.1941 -0.5491 -1.0921 -0.4337
H 2.7416 0.2987 -1.7029 -1.0328 -0.1746 1.1430
H 1.6679 -1.0603 -1.3233 -0.2907 0.0533 -0.0487
H 1.0356 0.5530 -1.6680 -1.4502 0.8144 -0.9240
H -3.4329 1.4977 -0.1296 -0.4607 -2.0722 -0.3510
H -3.4107 -0.3982 0.4770 -0.4758 1.6569 -1.4717
H -3.3093 0.0324 -1.3751 -0.5676 0.4825 0.9800
H -1.0763 1.0911 -0.7618 -1.2303 -0.7909 1.1734
```
Forces are in eV/Å.

(3)
C36H42BiI2N6O3P | wB97M-V/def2-TZVPD

The calculation puts the max |F| at 0.20 eV Å⁻¹. Its charge is +2. For the total energy, the calculation gives -3102.1232 Eh. For the molecular weight, the calculation gives 1100.53 g mol⁻¹.

The geometry in XYZ format:
```
91
Properties=species:S:1:pos:R:3:forces:R:3
Bi -0.3887 0.9935 0.8037 -0.0266 0.1293 -0.1552
C -2.5538 3.5331 4.1973 -0.0157 -0.0078 -0.0156
C -1.7709 2.6124 3.3188 -0.0242 0.0044 0.0403
N -1.7704 2.5779 2.0503 0.0432 -0.0641 0.0175
C -2.2948 3.6012 1.1597 -0.0089 0.0128 -0.0266
C -1.1242 4.5390 0.7818 0.0230 0.0091 -0.0328
N 0.1668 3.8289 0.7498 0.0291 -0.0020 0.0415
C 1.1621 4.3014 -0.2275 -0.0633 0.0355 -0.0190
C 1.3558 3.3345 -1.3904 0.0039 -0.0423 -0.0071
N 1.6776 1.9675 -0.9694 0.0188 0.0651 0.0186
C 2.9428 1.7723 -0.2733 0.0075 -0.0227 0.0147
C 2.9460 0.3862 0.3693 -0.0417 0.0065 -0.0436
N 1.9374 0.3654 1.4301 0.0192 -0.0309 0.0372
C 2.2136 0.1189 2.6501 0.0002 -0.0161 -0.0107
C 3.5158 -0.3990 3.1757 0.0174 0.0227 0.0021
C 1.1426 0.4560 3.6453 0.0293 -0.0183 0.0261
C 1.1568 0.0518 4.9697 -0.0116 0.0140 -0.0292
C 0.1327 0.4793 5.8065 -0.0049 0.0002 0.0118
C -0.8528 1.3142 5.3131 -0.0021 -0.0018 0.0088
C -0.8070 1.6686 3.9728 0.0619 -0.0180 -0.0643
N 0.1746 1.2463 3.1772 -0.0487 0.0302 0.0882
H -1.8917 4.0656 4.8813 0.0024 -0.0039 0.0044
H -3.2445 2.9417 4.8025 0.0011 0.0028 0.0080
H -3.1369 4.2538 3.6340 0.0087 0.0014 -0.0131
H -3.1141 4.1749 1.5908 0.0054 -0.0010 0.0062
H -2.6730 3.0947 0.2735 0.0048 -0.0054 0.0096
H -1.0877 5.3767 1.4846 0.0017 -0.0011 -0.0046
H -1.3251 4.9567 -0.2044 -0.0018 -0.0080 -0.0026
H 0.5765 3.8762 1.6737 -0.0056 0.0051 0.0037
H 2.1078 4.4736 0.2882 0.0110 -0.0355 -0.0088
H 0.8733 5.2698 -0.6444 0.0059 0.0065 0.0160
H 2.1176 3.7515 -2.0617 0.0018 0.0186 0.0153
H 0.4223 3.2766 -1.9573 0.0034 -0.0025 -0.0130
H 1.6667 1.3717 -1.7930 0.0074 -0.0243 0.0002
H 3.0483 2.5238 0.5121 -0.0057 -0.0058 0.0048
H 3.8160 1.8663 -0.9283 0.0012 -0.0181 -0.0128
H 3.9423 0.1524 0.7373 0.0157 0.0011 -0.0111
H 2.6866 -0.3543 -0.3925 -0.0142 -0.0008 0.0170
H 4.0740 0.4097 3.6536 0.0025 -0.0117 0.0085
H 4.1310 -0.8399 2.3992 0.0082 0.0061 0.0023
H 3.3415 -1.1624 3.9315 -0.0146 -0.0038 -0.0044
H 1.9416 -0.5805 5.3554 -0.0005 0.0012 0.0000
H 0.1153 0.1666 6.8416 -0.0082 0.0035 0.0015
H -1.6493 1.6682 5.9508 0.0022 0.0003 0.0095
O -2.2429 1.4096 -1.7143 -0.0316 -0.0286 -0.0195
N -2.7294 0.7997 -0.5683 -0.0705 -0.1286 0.0850
C -3.1675 -0.3944 -0.6766 0.0254 0.0723 -0.0668
C -3.1682 -1.1770 -1.9353 -0.0493 0.0139 0.0406
C -4.3789 -1.4495 -2.5711 0.0586 0.0071 0.0109
C -4.3860 -2.1255 -3.7791 0.0212 -0.0145 -0.0300
C -3.1867 -2.5285 -4.3539 -0.0703 -0.0022 -0.0003
C -1.9853 -2.2700 -3.7157 0.0545 0.0294 0.0565
C -1.9537 -1.6011 -2.4911 0.0277 0.0065 -0.0296
P -0.3615 -1.3451 -1.5939 -0.0245 -0.0151 -0.0926
C 0.0783 -3.0326 -1.0587 -0.0275 0.0076 0.0292
C -0.6982 -4.1568 -1.3186 -0.0069 0.0137 -0.0150
C -0.3140 -5.4032 -0.8358 0.0155 -0.0076 0.0052
C 0.8475 -5.5378 -0.0927 0.0018 0.0036 -0.0037
C 1.6284 -4.4187 0.1752 -0.0043 -0.0091 -0.0090
C 1.2393 -3.1774 -0.2974 0.0147 0.0189 -0.0157
C 0.7456 -1.0294 -3.0141 0.0464 -0.0445 0.0183
C 1.6470 -1.9687 -3.5059 0.0019 0.0497 -0.0602
C 2.4009 -1.6844 -4.6402 -0.0303 0.0484 -0.0088
C 2.2593 -0.4673 -5.2901 0.0293 -0.0843 0.0457
C 1.3710 0.4811 -4.7970 -0.0284 0.0134 -0.0148
C 0.6232 0.2032 -3.6651 -0.0074 -0.0366 0.0283
H -2.4723 0.8540 -2.4834 0.0115 0.0071 0.0034
H -3.5649 -0.8144 0.2423 0.0168 0.0268 0.0297
H -5.3086 -1.1210 -2.1243 0.0007 0.0073 0.0055
H -5.3248 -2.3310 -4.2748 0.0030 -0.0073 -0.0063
H -3.1886 -3.0515 -5.3007 -0.0059 0.0012 -0.0058
H -1.0573 -2.5967 -4.1687 -0.0008 0.0016 -0.0075
H -1.6066 -4.0743 -1.9002 0.0002 -0.0117 0.0193
H -0.9241 -6.2708 -1.0496 -0.0058 0.0019 0.0018
H 1.1472 -6.5096 0.2760 0.0002 -0.0016 0.0006
H 2.5381 -4.5191 0.7529 0.0031 0.0007 0.0008
H 1.8500 -2.3081 -0.0767 -0.0079 -0.0048 0.0214
H 1.7518 -2.9320 -3.0234 0.0006 0.0037 0.0135
H 3.0920 -2.4246 -5.0218 0.0019 -0.0012 -0.0004
H 2.8398 -0.2587 -6.1787 -0.0011 0.0131 0.0005
H 1.2556 1.4315 -5.3021 -0.0017 0.0017 -0.0015
H -0.0845 0.9403 -3.2957 -0.0077 0.0088 0.0097
C -1.6548 -3.1236 2.1963 -0.0179 0.0088 -0.0068
O -1.0898 -1.9639 1.5380 0.0218 -0.0390 -0.0036
C -1.4035 -0.7680 2.0477 0.0064 0.0076 0.0248
O -2.1310 -0.6220 2.9984 -0.0085 0.0191 -0.0157
H -1.3810 -3.1260 3.2490 -0.0018 -0.0058 0.0011
H -1.2349 -3.9811 1.6803 0.0117 0.0009 -0.0110
H -2.7396 -3.1118 2.1080 0.0037 0.0007 0.0088
I 5.4436 -1.1158 -2.2922 -0.0128 0.0394 0.0028
I 5.2799 1.1891 -3.5961 0.0058 -0.0228 0.0215
```
Forces are in eV/Å.

(4)
C4H7NO2 | wB97M-V/def2-TZVPD

The calculation puts the max |F| at 3.59 eV Å⁻¹. The SMILES is O=C[C@]1(CO)CN1. Its charge is 0. For the total energy, the calculation gives -361.7250 Eh. For the molecular weight, the calculation gives 101.10 g mol⁻¹.

The geometry in XYZ format:
```
14
Properties=species:S:1:pos:R:3:forces:R:3
O -0.6137 0.6881 2.2346 0.1163 -0.2036 0.1152
C -1.1298 0.4918 0.9456 -0.0983 0.0980 -0.2777
C -0.0636 0.0798 -0.0360 -0.0042 -0.4623 0.0767
C 1.3437 0.3876 -0.2914 0.1731 0.1365 -3.0751
N 1.0023 -0.8314 0.3807 -0.0905 -0.2100 -0.1190
C -0.3283 -0.3731 -1.4751 -2.2051 -1.1721 0.6385
O -0.1265 -1.5422 -1.7461 -0.4928 0.5053 -0.8595
H -0.0907 -0.0992 2.4497 -0.0041 0.1909 -0.0502
H -1.9080 -0.2922 0.9240 0.1401 0.1618 0.0835
H -1.6023 1.4314 0.6417 0.0767 -0.0969 0.0131
H 2.1589 1.0379 0.0109 -0.5800 0.2156 0.3113
H 1.1777 0.3065 -1.5527 2.4856 0.5964 2.5139
H 0.9499 -1.6189 -0.2931 0.3489 0.1832 0.7227
H -0.7697 0.3340 -2.1927 0.1344 0.0571 -0.0933
```
Forces are in eV/Å.

(5)
C19H38N3NiO8 | wB97M-V/def2-TZVPD

The calculation puts the max |F| at 9.40 eV Å⁻¹. The expectation value of S² is 2.01. Its charge is -1. For the total energy, the calculation gives -3020.9141 Eh. For the molecular weight, the calculation gives 495.22 g mol⁻¹. The multiplicity is 3.

The geometry in XYZ format:
```
69
Properties=species:S:1:pos:R:3:forces:R:3
Ni -1.7346 -1.9372 1.5050 -0.0879 1.5162 -3.1366
C -1.2315 -0.3297 -0.4994 5.8577 -4.3216 1.0551
O -0.2322 -0.4058 -1.2243 1.7641 4.5685 -3.5116
O -1.2023 -0.0258 0.7073 0.0359 5.3552 5.3204
O -1.7870 -1.4305 -0.5048 -6.9696 -6.1572 -1.3726
N -2.6141 -4.6722 0.3146 1.8393 -1.6459 -0.0472
O -2.7249 -3.5956 0.9284 -0.8440 1.7363 1.5061
O -1.7687 -4.8191 -0.5320 1.5576 0.8686 -1.8518
O -3.2471 -5.6432 0.6528 -2.4792 -1.1744 1.1502
C 0.0077 -0.5295 4.2731 -0.8560 -1.3897 -0.5274
C -1.5499 -0.1690 4.3666 2.1968 1.4691 -0.7742
C -1.5034 1.3543 3.9613 -2.2532 0.3814 0.7524
C -2.9732 2.0177 3.8749 1.9939 -1.4517 -0.2919
C -3.7559 1.2286 2.8192 1.7295 -0.2309 0.1409
C -3.7823 -0.3058 3.0312 -2.8855 1.9847 0.4178
N -2.3737 -0.8186 3.2648 -0.3720 2.1770 -0.6316
O -2.4410 -2.1694 3.5197 -0.3440 -1.1650 1.7098
C -4.8779 -0.5774 4.1772 2.1658 -0.7572 0.6565
C -4.4817 -0.9030 1.7768 0.6137 -0.4949 0.5297
C -1.9611 -0.5301 5.8179 0.4243 1.2450 0.0785
H 0.1492 -1.5681 4.5720 -0.0243 -0.3102 -0.2087
H 0.6950 -0.0042 4.9363 -0.6986 0.6294 0.2455
H 0.4235 -0.4099 3.2727 -0.3488 -0.0151 -0.1905
H -0.9488 2.0258 4.6168 0.2563 -0.6280 0.6187
H -0.9425 1.3943 3.0276 -0.5506 -0.0418 -0.3725
H -2.7838 3.0605 3.6201 -0.4320 0.0339 -0.2260
H -3.4149 1.9912 4.8711 -0.1363 -0.0064 0.0898
H -3.1081 1.2525 1.9430 -0.4509 0.7851 -0.6432
H -4.7613 1.6276 2.6847 0.0494 -0.2440 -0.3333
H -4.6045 -1.5875 4.4821 -0.6560 -0.2895 0.4845
H -4.7681 0.0634 5.0521 0.3380 0.1080 0.0180
H -5.9486 -0.5597 3.9740 0.3397 0.0069 -0.9016
H -5.5132 -0.5509 1.7637 0.0604 0.0630 0.1325
H -4.0574 -0.6699 0.8003 0.4727 -0.0235 0.2023
H -4.5026 -1.9820 1.9295 -0.1127 -0.1621 -0.4187
H -2.7383 0.1370 6.1908 -0.3838 -0.4878 -0.0228
H -1.0973 -0.3074 6.4442 0.1634 0.3095 -0.1022
H -2.0881 -1.5759 6.0978 -0.5900 -0.1630 -0.4576
H -2.6663 -2.0496 4.4452 -0.2414 -1.9207 0.7886
C 1.3467 2.6124 -4.1643 -0.7995 0.4657 0.2605
C 2.5619 1.7613 -4.4426 -1.2730 -2.5016 -0.2013
C 3.7870 2.5758 -4.1705 1.0704 1.0123 -0.0263
C 5.0857 1.8167 -4.1053 -0.4370 -1.4478 1.1306
C 5.0052 0.6201 -3.0427 0.2823 1.1247 -1.8624
C 3.7222 -0.3012 -3.2276 0.4357 1.4404 0.2806
N 2.5100 0.6009 -3.5291 1.1327 -0.6777 2.0383
O 1.2802 -0.1709 -3.5393 1.8842 0.8530 -1.4051
C 4.0161 -1.3067 -4.3760 -1.9114 0.4357 0.3884
C 3.4894 -0.9625 -1.8321 -0.2536 -0.5298 -0.7816
C 2.4900 1.2471 -5.8916 0.5230 0.9460 0.4025
H 1.1207 2.6374 -3.0983 0.3956 0.2945 0.1540
H 0.4007 2.2755 -4.5883 0.2471 -0.3810 -0.3884
H 1.5275 3.6136 -4.5555 -0.0615 0.2028 0.1268
H 3.8902 3.2590 -5.0135 -0.2468 0.4564 -0.0107
H 3.6493 3.1705 -3.2675 -0.1160 -0.0014 0.1247
H 6.0026 2.3703 -3.9030 -0.3259 0.6323 0.3863
H 5.2981 1.4632 -5.1143 -0.1103 -0.7218 -0.0340
H 5.2160 0.9175 -2.0155 -0.8876 0.6153 0.1094
H 5.9895 0.2157 -3.2784 -0.2781 -1.5475 -0.0699
H 4.5298 -0.8406 -5.2169 0.8488 -0.3072 0.4003
H 4.3487 -2.2669 -3.9818 0.6245 0.1712 -0.3486
H 3.0430 -1.4875 -4.8327 -0.2611 -0.4297 0.1474
H 4.4102 -1.4247 -1.4763 0.2663 0.0812 -0.0873
H 3.1328 -0.2738 -1.0662 0.0730 0.3002 -0.3139
H 2.7587 -1.7707 -1.8653 -0.1806 0.0782 -0.2327
H 1.5828 0.6528 -6.0003 0.2712 -0.1312 -0.1531
H 3.4185 0.7132 -6.0939 -0.3124 -0.2546 -0.3398
H 2.4633 2.1343 -6.5243 -0.1763 -0.0903 -0.4573
H 0.8341 0.1223 -2.7414 -0.5654 -0.2453 0.8874
```
Forces are in eV/Å.

(6)
C6H18O15PdS6 | wB97M-V/def2-TZVPD

The calculation puts the max |F| at 7.71 eV Å⁻¹. The expectation value of S² is 3.76. Its charge is -3. For the total energy, the calculation gives -3884.6418 Eh. For the molecular weight, the calculation gives 629.02 g mol⁻¹. The multiplicity is 4.

The geometry in XYZ format:
```
46
Properties=species:S:1:pos:R:3:forces:R:3
Pd 0.0932 -0.0076 -0.1963 -0.0906 -0.9827 1.6494
S 0.4227 -2.7717 1.6175 1.5125 -3.6549 -1.4569
O 0.9131 -2.8342 3.0152 -0.5744 0.4948 1.1542
O -0.1248 -1.4345 1.3660 -0.4921 3.1552 0.2790
O 1.5161 -3.1575 0.7384 1.6968 1.1372 0.0025
O -0.6531 -3.6726 1.2527 -2.1652 -1.2967 1.5527
S -1.0690 -2.0129 -2.2553 0.8095 -7.4077 -1.9740
O -1.0369 -0.6741 -1.7812 -2.4801 5.4558 -0.1913
O -2.2956 -2.8010 -2.0177 -1.2773 1.3481 0.6773
O -0.7238 -2.2221 -3.6522 -0.2700 1.6300 -1.1973
O -0.0389 -2.6585 -1.4385 1.0230 -0.9457 0.9537
S 2.6937 -0.9828 -2.2521 -1.9358 -0.0198 -0.7270
O 2.5669 -2.4426 -2.1824 1.9327 -0.3003 0.6114
O 3.9834 -0.2943 -2.1401 0.6680 -0.7677 1.1470
O 2.1501 -0.6740 -3.5564 -0.5228 0.8031 -2.6986
O 1.6924 -0.4215 -1.3084 2.3371 0.1471 0.2334
C 3.5410 -0.6290 1.3658 0.1628 -0.0865 0.1903
S 2.7785 0.9610 1.9110 -0.3825 -1.3313 -1.2148
O 1.4958 1.0502 1.1249 1.0938 0.9964 1.5739
C 2.4588 0.4457 3.6277 -0.2172 0.3431 -1.2115
H 4.5263 -0.5087 0.9155 -0.1148 0.4970 -0.1440
H 2.8671 -1.0573 0.6239 -0.2206 0.0063 -0.0459
H 3.6379 -1.3664 2.1626 -0.3453 0.1524 0.2050
H 3.4585 0.0545 3.8170 -0.2158 0.0488 0.9440
H 1.6694 -0.3058 3.6389 0.1403 -0.3704 -0.0400
H 2.1541 1.3600 4.1369 0.2930 -0.1527 0.3741
C -2.7583 -0.5161 2.8100 -0.4091 0.9472 0.7078
S -2.8898 0.7249 1.4439 1.9836 -1.3517 -0.2445
O -1.4198 1.0271 0.9805 -3.8447 0.0673 0.8910
C -3.7906 -0.3657 0.2361 0.2289 0.0938 0.5150
H -3.7213 -0.5761 3.3172 -0.6188 -0.0355 -0.4626
H -2.2022 0.0330 3.5698 0.6737 -0.1768 -0.2252
H -2.3687 -1.5239 2.6665 0.4341 0.2953 -0.7909
H -4.0551 0.2290 -0.6383 0.7309 -0.2762 -0.2547
H -4.7550 -0.7183 0.6018 -0.0973 0.4132 0.8315
H -3.2299 -1.2923 0.1127 0.5452 0.2614 -0.8226
C 0.2037 4.0862 -2.8034 0.3129 0.7096 -0.0997
S -0.1360 2.3406 -2.4016 0.4201 -1.0213 2.0107
O 0.4036 2.0054 -0.9597 -1.2298 2.6865 -3.5792
C -1.9540 2.5398 -2.2368 0.5338 -0.3491 0.8109
H -0.3164 4.4722 -3.6801 -0.5467 -0.7190 -0.2598
H 1.2453 4.2065 -3.1010 0.1991 -0.2407 0.5307
H -0.0750 4.7977 -2.0261 0.2363 -0.2869 0.4722
H -2.4210 2.2150 -3.1666 -0.0625 0.2448 0.1096
H -2.2377 3.5134 -1.8370 0.0697 0.2885 -0.5145
H -2.1988 1.8594 -1.4213 0.0758 -0.4492 -0.2721
```
Forces are in eV/Å.